Entry 1:
Molecular formula: C2H7NO2S
Method: DFT, ωB97M-V/def2-TZVPD

Properties
2S+1: 1
Energy relative to the best compared isomer or geometry (same formula, charge and spin) (eV): 5.0111
Net charge: 0
Total energy (Ha): -683.661671
F_max (Eh/bohr): 0.1076
Orbital gap (spin up / spin down) (Ha): 0.325 / 0.325

The geometry in XYZ format:
```
13
Properties=species:S:1:pos:R:3:forces:R:3:lowdin_charge:R:1
C 0.791 0.959 -0.618 -1.20 1.02 -0.61 -0.126
C 0.002 0.334 0.430 0.03 -5.51 -0.52 -0.208
N 0.897 -1.732 0.717 0.06 4.71 2.79 0.010
O -1.792 -0.632 -1.356 0.11 -0.09 -0.50 -0.462
O -2.560 0.510 0.732 1.85 -0.98 0.79 -0.296
S -1.519 -0.688 0.071 0.69 1.80 1.10 0.897
H 0.078 1.568 -1.199 0.31 0.09 -0.05 0.105
H 1.324 0.358 -1.306 -0.03 -1.23 -0.60 0.076
H 1.545 1.578 -0.225 0.72 1.06 0.77 0.068
H -0.099 0.726 1.413 0.37 0.18 0.78 0.076
H 0.959 -2.211 -0.111 -0.22 -1.05 -2.96 -0.060
H 0.107 -2.057 1.224 -0.60 -0.69 0.49 -0.071
H -3.125 0.478 -0.007 -2.10 0.68 -1.48 -0.008
```
Positions in Å, forces in eV/Å.


Entry 2:
Molecular formula: C3H12N2OS
Method: DFT, ωB97M-V/def2-TZVPD

Properties
2S+1: 1
Energy relative to the best compared isomer or geometry (same formula, charge and spin) (eV): 2.3568
Net charge: 0
SMILES: NC[C@@H](N)CS.O
Total energy (Ha): -704.351630
F_max (Eh/bohr): 0.0839
Orbital gap (Ha): 0.359

The geometry in XYZ format:
```
19
Properties=species:S:1:pos:R:3:forces:R:3:lowdin_charge:R:1
N -1.898 0.460 1.999 -1.30 0.19 -1.75 0.002
C -1.781 1.228 0.711 2.76 1.79 2.71 -0.240
C -0.434 0.929 0.020 3.22 0.57 -2.66 -0.424
N -0.132 -0.522 -0.155 -1.73 1.12 1.09 -0.010
C -0.309 1.684 -1.445 -2.35 2.82 2.27 -0.582
S 0.418 0.747 -2.755 -0.92 0.37 -1.21 0.733
H -1.046 0.445 2.504 1.08 0.02 0.18 0.047
H -2.553 0.955 2.576 -0.36 0.02 0.30 0.052
H -2.675 1.269 0.145 -0.79 -1.26 -1.04 0.091
H -1.740 2.329 0.972 0.38 -0.68 -0.25 0.120
H 0.530 1.388 0.391 -1.53 -0.37 1.22 0.130
H 0.462 -0.709 -0.963 -0.41 0.27 0.27 -0.007
H -1.088 -0.757 -0.393 0.14 -1.55 -0.35 0.063
H -1.372 2.013 -1.594 0.45 -1.26 -1.24 0.063
H -0.024 2.823 -1.339 0.79 -2.31 -0.02 0.105
H 1.656 0.599 -2.329 0.59 0.25 0.49 -0.141
O 4.286 -4.990 0.225 -2.15 -0.01 3.03 -0.152
H 3.378 -4.523 0.234 2.17 -1.08 -0.11 0.066
H 4.322 -5.367 1.196 -0.02 1.09 -2.92 0.085
```
Positions in Å, forces in eV/Å.


Entry 3:
Molecular formula: C4H15N3O
Method: DFT, ωB97M-V/def2-TZVPD

Properties
2S+1: 1
Energy relative to the best compared isomer or geometry (same formula, charge and spin) (eV): 1.9676
Net charge: 0
SMILES: C[C@H](CN)NCN.O
Total energy (Ha): -400.845876
F_max (Eh/bohr): 0.0677
Orbital gap (Ha): 0.375

The geometry in XYZ format:
```
23
Properties=species:S:1:pos:R:3:forces:R:3:lowdin_charge:R:1
C -1.828 0.406 -1.460 2.37 -1.83 -0.76 -0.055
C -0.833 0.483 -0.219 -1.53 0.39 -2.16 -0.425
C -0.462 1.906 0.136 2.71 -0.59 2.10 -0.183
N 0.514 1.859 1.376 -1.57 0.86 -1.66 0.010
N 0.349 -0.358 -0.455 -0.74 -0.42 0.25 -0.068
C 0.017 -1.835 -0.418 -0.98 1.85 2.17 -0.242
N -0.030 -2.273 0.983 0.19 -0.56 0.41 -0.010
H -2.323 1.347 -1.675 -0.70 -0.42 0.10 0.069
H -1.264 0.045 -2.375 0.02 1.32 0.60 0.084
H -2.323 -0.578 -1.377 -1.25 1.15 0.39 0.058
H -1.525 0.140 0.549 0.80 -0.51 0.74 0.128
H -1.257 2.512 0.498 -1.03 0.21 -0.04 0.093
H 0.027 2.459 -0.672 0.11 -0.22 0.06 0.113
H 0.082 1.217 2.032 0.06 -0.02 0.07 0.047
H 1.358 1.416 1.067 0.21 -0.18 -0.06 -0.006
H 0.761 -0.041 -1.334 -0.33 -0.48 -0.04 0.115
H 0.835 -2.337 -0.895 -0.19 -0.57 -0.71 0.111
H -1.058 -2.018 -0.716 1.51 0.06 -0.88 0.107
H 0.756 -2.840 1.298 -0.15 0.61 -0.23 0.064
H -0.243 -1.544 1.665 0.23 -0.30 -0.55 0.058
O 3.104 -0.291 0.567 -0.74 0.98 -0.23 -0.089
H 2.332 0.070 0.068 0.48 -1.00 0.17 -0.003
H 3.011 0.255 1.358 0.52 -0.32 0.24 0.022
```
Positions in Å, forces in eV/Å.


Entry 4:
Molecular formula: C2H4F3N3
Method: DFT, ωB97M-V/def2-TZVPD

Properties
2S+1: 1
Energy relative to the best compared isomer or geometry (same formula, charge and spin) (eV): 0.3196
Net charge: 0
SMILES: NC(N)=NC(F)(F)F
Total energy (Ha): -542.496195
F_max (Eh/bohr): 0.0995
Orbital gap (Ha): 0.373

The geometry in XYZ format:
```
12
Properties=species:S:1:pos:R:3:forces:R:3:lowdin_charge:R:1
N -1.565 -0.002 1.170 -1.70 -0.92 1.93 0.114
C -0.391 0.067 0.539 1.86 0.91 -2.10 -0.452
N 0.778 0.548 1.185 -3.63 -1.82 3.11 0.155
N -0.530 -0.161 -0.778 -0.37 -0.56 2.33 0.144
C 0.482 -0.301 -1.654 1.73 0.43 -0.20 -0.719
F 1.453 -1.254 -1.384 -0.58 0.17 0.44 0.072
F 1.206 0.857 -1.768 0.59 0.56 -0.01 0.076
F 0.101 -0.579 -2.899 -0.72 -0.17 -0.11 0.129
H -2.303 -0.372 0.515 1.12 0.48 1.48 0.140
H -1.660 -0.119 2.221 0.20 0.33 -2.28 0.140
H 1.485 0.800 0.590 2.13 0.53 -1.34 0.041
H 0.944 0.515 2.264 -0.63 0.07 -3.24 0.158
```
Positions in Å, forces in eV/Å.


Entry 5:
Molecular formula: C2H3N3O
Method: DFT, ωB97M-V/def2-TZVPD

Properties
2S+1: 1
Energy relative to the best compared isomer or geometry (same formula, charge and spin) (eV): 1.0539
Net charge: 0
SMILES: Oc1nnc[nH]1
Total energy (Ha): -317.493590
F_max (Eh/bohr): 0.0300
Orbital gap (Ha): 0.364

The geometry in XYZ format:
```
9
Properties=species:S:1:pos:R:3:forces:R:3:lowdin_charge:R:1
O 0.639 -1.937 -0.454 0.00 0.13 -0.04 0.089
C 0.251 -0.690 -0.200 0.14 0.67 -0.45 -0.497
N 0.619 0.184 -1.092 -0.03 0.23 -0.03 0.033
N 0.159 1.400 -0.710 -0.35 0.40 0.46 0.012
C -0.475 1.227 0.405 -0.09 0.25 0.08 -0.194
N -0.456 -0.106 0.796 0.11 -0.04 -0.16 0.159
H 1.082 -1.630 -1.292 0.11 -1.51 0.29 0.131
H -0.955 2.015 0.957 -0.08 -0.10 0.16 0.108
H -0.876 -0.503 1.625 0.19 -0.03 -0.31 0.159
```
Positions in Å, forces in eV/Å.


Entry 6:
Molecular formula: C39H43BF4N2OP2TeV
Method: DFT, ωB97M-V/def2-TZVPD

Properties
2S+1: 3
Energy relative to the best compared isomer or geometry (same formula, charge and spin) (eV): 0.0000
Net charge: -1
Total energy (Ha): -4015.875942
F_max (Eh/bohr): 0.0698
Orbital gap (spin up / spin down) (Ha): 0.159 / 0.155

The geometry in XYZ format:
```
94
Properties=species:S:1:pos:R:3:forces:R:3:lowdin_charge:R:1
V 0.914 0.667 -0.910 1.52 1.74 0.62 0.728
Te -0.069 -2.535 2.250 -0.62 -0.63 0.42 1.237
C -1.971 -3.522 2.200 -0.06 -0.15 0.66 -0.503
C -2.094 -4.862 1.802 -0.26 0.95 0.19 -0.137
C -3.367 -5.365 1.640 -0.59 0.40 0.08 -0.169
N -4.487 -4.654 1.860 0.12 -0.79 -0.20 0.038
C -4.359 -3.411 2.305 0.21 0.16 0.25 -0.175
C -3.134 -2.800 2.526 0.64 -0.73 -0.60 -0.126
C -0.623 -1.173 0.856 -0.20 -0.95 0.35 -0.977
P -0.484 0.542 1.120 -0.02 1.60 -3.21 0.797
C -1.827 1.384 0.273 1.98 -1.01 1.23 -0.365
C -1.440 2.538 -0.615 0.34 1.18 0.28 -0.347
C -2.581 2.827 -1.534 -1.53 -0.25 -0.25 -0.089
C -3.870 2.461 -1.248 1.09 0.29 -1.04 -0.154
C -4.169 1.531 -0.231 -0.22 -0.63 1.51 -0.174
C -3.116 1.005 0.531 -1.69 0.83 -1.05 -0.189
C -0.293 0.883 2.839 -0.39 0.16 1.49 -0.376
C -1.491 1.097 3.562 0.94 -0.01 0.30 -0.074
C -1.433 1.243 4.944 0.78 0.05 0.21 -0.079
C -0.183 1.218 5.602 -0.43 -0.15 -0.55 -0.095
C 0.996 1.016 4.885 -0.24 0.34 -0.34 -0.098
C 0.948 0.868 3.499 -0.70 -0.04 0.00 -0.107
P -0.286 -1.407 -0.853 0.93 0.99 0.33 0.835
C -1.533 -0.935 -2.043 -0.77 -0.43 -0.60 -0.364
C -2.866 -1.167 -1.728 -0.27 0.50 -0.94 -0.109
C -3.854 -0.805 -2.639 0.06 0.11 -0.63 -0.079
C -3.512 -0.219 -3.868 0.66 0.02 0.44 -0.079
C -2.153 -0.025 -4.203 -0.63 -0.30 0.61 -0.081
C -1.162 -0.411 -3.307 -0.32 -0.30 0.44 -0.085
C 0.021 -3.140 -1.108 0.44 -1.51 -0.58 -0.357
C -0.978 -3.935 -1.694 0.33 0.24 0.16 -0.067
C -0.788 -5.299 -1.886 0.31 -0.27 -0.05 -0.091
C 0.406 -5.900 -1.494 0.08 0.65 0.38 -0.096
C 1.408 -5.126 -0.888 -0.41 0.14 -0.22 -0.086
C 1.236 -3.755 -0.720 -0.76 0.13 -0.29 -0.131
H -1.247 -5.490 1.583 0.29 0.05 -0.08 0.084
H -3.482 -6.385 1.293 -0.24 -0.07 -0.01 0.094
H -5.277 -2.870 2.522 0.00 -0.07 -0.08 0.099
H -3.076 -1.786 2.892 0.05 0.14 -0.03 0.081
H -1.336 3.428 0.047 -0.04 -0.02 -0.11 0.111
H -2.384 3.373 -2.444 0.03 0.30 -0.06 0.080
H -4.678 2.829 -1.889 0.25 -0.25 0.02 0.090
H -5.177 1.150 -0.120 -0.05 0.11 0.16 0.065
H -3.319 0.288 1.317 -0.05 -0.37 -0.20 0.080
H -2.429 1.168 3.020 0.12 -0.06 0.13 0.089
H -2.338 1.385 5.527 0.09 0.04 -0.09 0.096
H -0.140 1.373 6.671 -0.02 -0.06 0.10 0.088
H 1.967 1.028 5.371 -0.15 -0.04 0.13 0.094
H 1.865 0.742 2.924 -0.20 -0.03 0.08 0.081
H -3.104 -1.633 -0.789 -0.19 0.02 0.34 0.106
H -4.902 -0.983 -2.423 0.09 0.06 0.12 0.101
H -4.295 0.109 -4.550 0.18 -0.12 0.13 0.094
H -1.890 0.440 -5.143 0.04 -0.06 -0.09 0.094
H -0.107 -0.340 -3.576 -0.25 0.14 0.12 0.098
H -1.899 -3.458 -2.013 0.09 -0.19 0.02 0.096
H -1.555 -5.905 -2.364 0.06 0.19 0.11 0.100
H 0.568 -6.960 -1.634 -0.05 -0.07 -0.04 0.091
H 2.317 -5.601 -0.547 0.11 0.01 -0.06 0.095
H 2.023 -3.134 -0.305 -0.09 -0.20 0.00 0.072
C 2.058 3.605 -2.098 0.37 0.08 -0.33 -0.062
C 0.778 3.764 -1.289 -0.45 -0.19 0.09 -0.611
C 1.080 4.280 0.132 0.14 -0.23 -0.05 -0.049
C -0.043 4.855 -1.935 -0.22 1.12 -0.51 -0.085
C -0.075 2.486 -1.369 -0.38 -1.63 0.88 -0.216
H 2.783 2.928 -1.634 -0.15 -0.02 -0.01 0.061
H 2.543 4.592 -2.175 -0.04 -0.23 -0.16 0.083
H 1.849 3.208 -3.115 0.11 0.34 0.56 0.096
H 1.675 5.197 0.055 0.09 -0.03 -0.05 0.080
H 1.633 3.555 0.731 -0.13 0.05 -0.01 0.055
H 0.162 4.562 0.655 0.09 -0.17 -0.01 0.076
H 0.562 5.772 -2.000 -0.09 -0.03 -0.06 0.081
H -0.935 5.117 -1.353 0.08 -0.23 -0.12 0.086
H -0.354 4.593 -2.952 0.02 -0.01 0.10 0.088
H -0.247 2.209 -2.437 0.04 0.29 0.33 0.104
C 3.566 -1.123 1.125 0.18 1.26 -0.61 -0.015
N 4.356 0.159 1.144 -0.76 0.20 0.15 -0.115
C 5.841 -0.036 1.324 -1.21 0.84 -0.36 -0.024
C 3.743 1.374 0.856 -0.17 -0.91 0.21 -0.398
C 4.577 2.641 1.190 -0.87 -0.60 -0.60 0.023
O 2.539 1.493 0.455 2.57 -1.13 0.49 -0.098
H 4.084 -1.821 1.796 -0.39 0.11 -0.34 0.091
H 3.518 -1.466 0.084 0.14 -0.31 0.26 0.078
H 2.525 -0.943 1.444 0.50 0.01 0.07 0.048
H 6.038 -0.936 1.911 -0.25 0.17 -0.09 0.080
H 6.240 0.830 1.853 0.12 -0.26 -0.06 0.069
H 6.323 -0.130 0.340 -0.11 0.00 0.26 0.098
H 5.629 2.542 0.912 -0.28 0.05 -0.07 0.069
H 4.518 2.842 2.271 -0.10 -0.06 -0.36 0.097
H 4.101 3.445 0.619 0.26 -0.01 0.30 0.077
F 1.877 0.694 -2.810 0.77 -0.64 0.05 -0.064
B 3.077 -0.274 -2.749 -1.36 0.04 0.54 -1.253
F 3.947 0.323 -1.872 0.43 0.14 0.62 0.161
F 2.507 -1.451 -2.263 0.19 0.01 0.53 0.111
F 3.615 -0.495 -3.942 0.47 0.23 -1.61 0.219
```
Positions in Å, forces in eV/Å.